No. 1
Density functional theory data (ωB97M-V/def2-TZVPD) for a molecular structure, C50H39BiN3O5P2S.

```
101
Properties=species:S:1:pos:R:3:forces:R:3
H -3.01649 -1.57311 -6.01479 0.03 -0.01 0.03
C 1.45444 3.66395 1.27044 0.04 -0.11 0.09
H 2.90028 -5.25818 1.55422 0.00 0.05 0.03
H 1.12539 5.54247 2.20156 -0.01 0.01 0.00
H 0.28574 -6.98988 -1.22199 -0.02 0.05 0.01
H -3.56447 -3.47441 4.63189 0.03 0.01 -0.01
H 5.09919 -2.75126 4.24562 -0.04 0.00 -0.02
H -3.26562 -0.20837 -3.96467 0.03 -0.02 0.00
C -1.66468 -2.16571 2.16523 -0.03 -0.19 0.11
H -0.05316 1.40864 -5.30546 0.01 0.01 0.05
C 1.13928 0.48442 3.46237 0.09 0.04 -0.06
C 1.54379 2.62775 5.18990 0.02 -0.01 -0.03
H 4.38585 -1.96232 -4.99382 -0.01 -0.01 0.04
H 0.48304 -3.41044 -4.38592 0.01 0.01 0.01
H -1.61958 -6.87271 0.36189 0.02 0.05 -0.03
C -1.04624 -3.56532 -0.06281 -0.14 -0.19 0.04
H -1.49245 -3.00119 5.91027 0.00 0.01 -0.04
C 0.48759 -4.86372 -1.37616 -0.01 -0.08 0.04
C -0.43471 -1.89493 -3.15335 -0.02 -0.01 0.03
C -1.23871 -2.56118 -5.32555 0.00 0.01 0.02
H 3.52252 3.18674 1.46321 0.00 -0.05 0.02
H 2.83816 0.20738 -1.78562 -0.02 0.03 0.01
C -0.52860 -1.80323 2.88505 -0.01 -0.05 -0.10
P 0.67137 -2.08328 -1.71953 -0.02 0.14 -0.04
C -1.30011 5.12211 3.06728 0.00 0.09 0.07
C 4.98642 -2.85468 -3.13589 0.02 0.01 0.00
C -2.70851 -3.03110 4.13914 0.01 0.00 0.03
C -1.55156 -2.75903 4.85667 -0.02 -0.03 0.02
C -2.76165 -2.74549 2.78430 0.02 0.07 0.07
N 0.67420 2.58944 1.16549 -0.13 0.10 -0.08
H 1.33153 0.20859 -3.67390 0.04 0.02 0.01
C -0.78293 3.97569 -5.20762 0.18 -0.10 0.20
C 2.88242 3.83705 0.86689 -0.05 0.00 0.09
C -2.29448 -1.66239 -5.21265 0.01 0.00 -0.01
C 0.31594 1.98082 5.15956 0.02 -0.02 -0.05
C -1.50370 -1.00689 -3.04309 -0.02 0.03 0.00
C -0.44819 4.17867 2.27937 0.05 0.21 -0.01
O -2.69419 2.32150 2.46138 0.23 -0.04 0.08
C -0.52360 2.90931 1.79680 0.20 -0.25 -0.09
C -2.43332 -0.89261 -4.06787 0.02 -0.02 0.01
H 3.19697 4.86594 1.04053 -0.04 -0.03 0.03
O -2.50550 4.73260 3.38662 0.08 -0.30 -0.13
N -1.43207 4.53542 -5.97341 0.06 -0.08 0.09
S -1.76610 -1.97887 0.39530 -0.32 0.46 -0.36
H 3.47210 -0.96641 3.93565 -0.03 0.00 0.01
H -2.48524 -4.67759 1.07987 0.06 0.01 -0.05
C 2.33172 -2.48263 -2.34058 -0.01 -0.04 -0.10
C -0.09058 -6.02821 -0.89419 0.00 0.02 0.03
C 4.26955 -2.90526 3.56674 -0.04 0.00 -0.03
O -0.81633 6.19015 3.36798 -0.04 -0.08 -0.02
H 1.30729 -4.92745 -2.08057 0.00 0.01 0.01
C 2.26958 -2.05303 2.50929 -0.14 -0.07 0.05
C 2.75669 -2.08485 -3.60863 0.03 -0.03 0.01
H 0.40987 -1.91482 4.81754 0.00 0.02 0.00
Bi 0.46188 0.46156 -0.20492 -0.30 0.11 0.35
C 0.52823 3.93082 -3.11923 0.02 0.01 0.03
H 3.52701 2.72005 4.36372 -0.04 -0.02 0.00
C 3.25918 -3.06337 -1.47360 0.08 0.03 0.02
C 2.35919 1.15874 3.47245 0.12 -0.02 -0.01
H 1.67375 3.78522 -1.33482 -0.16 -0.04 -0.18
H -3.64864 -2.94868 2.19412 0.05 0.04 0.02
C 2.56928 2.21303 4.34622 -0.05 0.09 0.00
H 2.06100 -1.64594 -4.30817 -0.03 0.02 -0.03
C 1.30346 3.24877 -2.19719 0.00 0.03 -0.07
H -1.64254 -0.40735 -2.14850 0.01 -0.05 -0.06
H 4.84242 -4.91254 3.06856 -0.03 0.03 -0.01
H 6.01283 -3.00445 -3.44732 -0.04 0.01 0.02
C -0.31690 -2.68573 -4.29783 -0.09 -0.04 -0.01
C 3.04155 -4.30847 2.05840 0.05 0.03 0.05
C 1.63209 1.89730 -2.38112 -0.02 -0.08 0.08
C 4.12578 -4.11652 2.90775 -0.05 0.03 -0.02
C 3.34440 -1.88307 3.37958 0.05 0.07 -0.04
C -1.64172 -4.73209 0.40220 0.05 -0.05 0.00
H -0.86288 0.44224 4.24724 0.06 0.00 0.06
C 4.57557 -3.24980 -1.86883 -0.06 0.00 -0.01
H 1.69964 3.46218 5.86284 0.00 -0.04 -0.02
H 3.05646 3.61462 -0.18134 0.07 -0.02 0.11
H 0.29751 4.97800 -2.97229 0.01 -0.03 0.01
N 0.79713 4.62352 1.93473 0.08 0.12 -0.01
H 5.28010 -3.70629 -1.18406 -0.03 0.02 -0.02
C 2.37179 1.09647 -1.36199 0.16 -0.06 0.13
C 0.03781 3.27014 -4.24361 -0.23 0.22 -0.22
H -0.49288 2.31561 5.79700 0.02 -0.01 -0.02
C -1.61835 1.90953 2.00141 -0.25 -0.04 -0.04
C -0.47360 -2.14827 4.23566 0.01 -0.02 0.01
H -2.67136 3.79298 3.03025 -0.06 0.15 0.04
C 1.11101 1.25407 -3.50912 -0.04 0.04 -0.05
H 2.96090 -3.37226 -0.48080 -0.01 0.02 -0.01
C 0.01562 -3.61612 -0.96681 0.06 -0.02 -0.06
P 0.90072 -0.84306 2.25903 0.14 -0.31 -0.10
C 4.07580 -2.26972 -4.00272 0.00 -0.03 0.03
H 1.26890 -3.47212 1.22781 0.04 0.04 0.03
O -1.33191 0.71111 1.71103 0.06 0.21 -0.28
H 3.09588 1.63916 -0.76357 -0.07 0.04 -0.02
C 0.11081 0.91221 4.29653 -0.05 0.03 0.10
O -3.19914 -2.01055 0.00578 0.47 -0.13 0.17
C 0.33020 1.92613 -4.43442 0.02 -0.14 -0.03
C -1.15980 -5.96365 -0.00647 0.03 -0.01 -0.02
H -1.14165 -3.17656 -6.21123 0.00 0.02 0.03
C 2.12722 -3.28623 1.86552 -0.15 0.03 -0.02
H 3.15316 0.85674 2.79532 -0.03 0.06 0.01
```
Forces are in eV/Å.

Values from the calculation:
Lowest unoccupied orbital energy = -3.62 eV
Energy relative to the best compared isomer or geometry (same formula, charge and spin) = 13.55 kcal/mol
HOMO energy = -11.02 eV
Total charge = +1


No. 2
Density functional theory data (ωB97M-V/def2-TZVPD) for a molecular structure, C50H40IN2O3P2Pd in a non-equilibrium geometry.

```
99
Properties=species:S:1:pos:R:3:forces:R:3
C -1.59646 1.98521 2.21973 0.05 -0.14 -0.11
C 2.50002 3.65727 0.54929 0.05 -0.01 0.01
C -1.66470 3.16425 1.47415 0.02 -0.15 0.00
I 1.97029 -0.20583 -1.45502 0.38 0.63 0.15
C -2.75820 -2.00863 -0.60432 -0.10 -0.06 -0.13
H -1.05998 1.14249 4.12955 -0.01 0.00 0.03
H -6.90652 3.37875 0.06988 -0.09 0.06 -0.04
C -3.83160 1.20680 0.87886 0.24 -0.37 -0.49
C -3.88690 -1.29011 2.73686 0.11 0.16 0.00
H -3.25878 -3.41295 5.28833 -0.07 -0.09 0.12
H -0.46439 5.34507 3.74226 0.08 0.15 0.07
Pd -0.42321 -0.67657 0.14999 0.33 -0.27 1.62
O -3.50707 0.70997 -1.38902 -0.39 0.13 -0.01
H -2.71057 -1.58870 -5.12073 0.06 0.00 -0.09
C 3.65264 -2.15742 4.49899 -0.26 -0.01 0.26
N 1.04978 -4.74691 3.86195 -0.31 -1.27 0.46
O -0.13123 -2.63741 1.31106 0.13 0.06 -0.70
H -3.47361 -1.22404 -0.40295 0.11 -0.03 -0.08
C -0.70003 3.24475 4.05860 0.02 0.03 0.07
C 2.07488 -4.07247 4.37376 0.23 0.52 -0.36
H 2.60699 -4.56531 5.17262 0.15 0.06 0.17
C -0.45284 3.36994 -1.60271 -0.01 0.12 -0.06
H -0.46455 1.49788 -0.55202 -0.07 0.37 -0.40
H -0.41376 -4.95890 -1.40751 0.10 -0.08 -0.03
H -0.44496 -5.61458 1.40477 -0.01 -0.01 -0.12
C -0.73419 4.03380 -2.78330 0.02 0.11 0.08
C -1.28889 3.34061 -3.84720 -0.01 0.10 -0.01
C -0.75285 -5.15924 2.34512 -0.03 0.03 0.07
O 4.55819 -1.68705 3.52768 0.34 0.07 -0.27
H -0.02896 3.90783 -0.76598 0.00 0.01 0.03
H 2.75982 4.66354 0.25784 0.06 0.07 -0.02
H -6.14396 0.47013 -2.24001 -0.01 0.07 -0.02
C -1.59465 -1.75588 -1.36437 0.03 0.01 -0.62
C -3.08203 -2.66328 4.53417 0.04 -0.09 0.01
H -4.28122 1.62271 2.93324 0.03 0.03 0.04
H -2.06719 3.14007 0.47033 -0.01 0.05 0.01
C -1.06561 -4.13249 -1.16988 0.15 -0.01 0.00
C -1.58037 -1.17328 3.41687 -0.14 0.14 0.01
H -0.51909 5.08662 -2.87236 -0.01 0.15 -0.02
C -1.10506 2.03359 3.52029 -0.16 -0.13 -0.16
C 1.75551 1.07593 1.28135 0.64 0.83 -0.07
C -0.69872 2.01062 -1.49102 -0.02 -0.13 0.15
H 0.14637 -2.72573 -2.21098 -0.08 0.04 0.07
H -0.97278 -5.94902 3.05776 0.00 0.00 0.02
C -4.11237 -2.24860 3.70706 -0.05 -0.12 0.10
H 2.66676 2.87157 -1.44527 0.06 0.07 -0.14
C -5.72683 -0.46493 -4.10850 0.09 -0.09 -0.09
H -0.32112 3.27199 5.06933 -0.01 0.04 0.12
H -1.52043 3.84960 -4.77097 -0.01 0.05 -0.07
H 3.35560 -1.27942 5.08491 0.09 -0.13 -0.04
C 0.33787 -4.30313 2.88468 -0.47 0.51 -0.37
C -1.81095 -2.13070 4.38389 0.04 0.02 0.06
H 2.30906 4.12898 2.62689 -0.03 0.07 0.08
C -2.62256 -0.72750 2.60793 0.07 0.10 -0.05
C 2.23150 3.35959 1.87475 0.11 0.08 -0.08
C 1.87579 2.07668 2.24426 0.04 -0.32 -0.10
C -3.46021 -1.09325 -4.52058 -0.03 0.09 0.13
H 2.84498 -0.46764 2.89574 -0.10 0.02 -0.09
H 4.14544 -2.86406 5.17695 -0.13 0.13 0.03
C -2.23413 -4.35355 -0.45734 -0.06 0.26 -0.09
H -1.63495 -4.55313 2.15103 -0.08 0.00 -0.03
H -5.56528 2.43213 -1.75694 -0.05 -0.02 -0.06
H -5.10183 -2.66017 3.82666 -0.11 -0.11 0.00
C -4.59102 1.76235 1.90605 -0.12 0.01 -0.14
H -1.95140 1.45242 -4.57478 -0.01 -0.01 -0.10
H 4.99713 -2.43463 3.10534 -0.05 0.05 0.05
P -1.33380 -0.52267 -2.79475 -0.50 -0.15 -0.32
H -5.06638 -1.44483 -5.89308 -0.05 -0.08 -0.07
C -4.24707 1.36357 -0.44858 -0.18 -0.01 0.56
C -0.74008 -2.86089 -1.59821 -0.23 -0.23 -0.21
C 2.44457 2.65919 -0.41302 0.06 -0.06 -0.05
C -1.24021 1.30246 -2.55135 0.47 -0.14 0.09
C -3.05871 -3.28217 -0.15460 -0.05 0.00 0.07
H -2.50893 -5.34892 -0.14467 0.00 -0.11 0.01
C -5.73100 2.48534 1.61910 0.00 0.04 0.18
H -4.69627 -0.97394 2.09474 -0.06 0.06 -0.03
C -1.53683 1.98924 -3.73285 0.04 -0.18 0.07
H -1.00082 -2.46011 5.01726 0.08 -0.07 0.09
H -0.59124 -0.75805 3.26783 -0.03 -0.09 0.10
C 1.65252 -2.24197 2.87673 -0.09 -0.55 -0.13
C -0.76990 4.40645 3.31051 0.02 0.01 0.10
H -1.30709 5.26450 1.41872 -0.03 0.11 -0.04
N 1.30494 -0.20541 1.59196 -0.80 -0.75 0.02
C -5.37051 0.09307 -2.88938 -0.03 0.18 0.33
H -6.76461 -0.44398 -4.40145 -0.12 -0.05 -0.04
C -3.08233 -0.50552 -3.32589 0.18 0.15 0.13
C 2.07577 1.38566 -0.03948 -0.05 -0.61 -0.15
C -5.32577 2.19654 -0.73233 0.13 0.06 -0.21
C 2.43591 -2.83413 3.90295 0.11 0.32 -0.10
C -6.06316 2.74677 0.29911 0.07 -0.10 -0.04
C -4.77873 -1.03428 -4.93808 -0.21 -0.08 -0.08
C -4.03526 0.13883 -2.52585 -0.02 -0.36 -0.47
P -2.20310 0.48889 1.33473 -0.04 0.19 0.44
C 1.95216 -0.91324 2.45250 0.36 0.90 -0.14
H 1.67471 1.83459 3.27646 -0.08 0.00 0.07
H -6.33957 2.87121 2.42102 -0.03 0.11 0.09
C 0.58197 -2.99170 2.27886 0.37 -0.38 0.99
C -1.24984 4.36450 2.01198 0.03 0.02 -0.01
H -3.96456 -3.43893 0.41466 -0.04 0.00 0.03
```
Forces are in eV/Å.

Values from the calculation:
Lowest unoccupied orbital energy (spin up / spin down) = -2.86 / -5.33 eV
Energy relative to the best compared isomer or geometry (same formula, charge and spin) = 69.03 kcal/mol
HOMO energy (spin up / spin down) = -10.26 / -10.09 eV
Total charge = +1
Multiplicity = 3


DFT total energy: -102439.05772 -91772.73105 (eV)